No. 1
Entry from OMol25: 2 unconnected molecules or ions with the total composition C5H15N2S at a distorted geometry (ωB97M-V/def2-TZVPD).

Atoms and positions in Å:
H 3.891 0.308 0.606
C -1.752 0.399 1.267
H -3.051 -1.569 0.291
H 2.790 -0.332 1.562
C -2.596 -1.083 -0.562
H -1.725 -1.608 -0.964
N -0.859 0.680 -0.944
C 2.802 0.198 0.599
S 0.873 -1.584 -0.501
H -2.805 1.086 -0.546
H -1.015 0.489 -1.936
H -2.584 0.411 1.958
H -1.091 -0.431 1.476
C 2.429 -0.739 -0.557
H -3.298 -1.127 -1.396
H -0.104 0.027 -0.611
C -2.072 0.343 -0.207
H 2.487 2.180 0.091
H 3.172 -1.541 -0.697
H 1.122 1.315 0.392
H 2.386 -0.102 -1.453
H -1.092 1.245 1.484
N 2.091 1.435 0.648

Its orbital gap is 0.1753 Eh. The value obtained for the strongest force on any atom is 2.1 eV/A. The total energy comes out at -19232.79099 eV. Its charge is +1.

---

No. 2
Entry from OMol25: a single C23H26N4O4S molecule at a distorted geometry (ωB97M-V/def2-TZVPD).

Atoms and positions in Å:
H -2.595 2.235 -2.168
C 1.787 -1.394 1.112
H 0.715 -4.910 0.062
N 0.108 -2.965 0.415
C 7.060 1.633 -0.946
C 0.811 -0.364 1.396
C -2.910 -0.191 1.143
N 3.626 -0.033 1.807
C -0.579 -0.779 1.141
C 1.384 -2.608 0.647
C -3.234 -1.435 0.620
H -2.519 -3.315 -0.047
C 4.816 2.316 0.403
C -1.603 0.136 1.401
H -1.347 1.098 1.817
O 4.048 -2.108 0.997
C -0.175 -4.292 -0.092
C -2.238 2.436 -1.160
H -0.855 -5.289 -1.904
H -1.499 3.231 -1.213
N 5.196 3.077 -0.606
C -3.383 2.875 -0.248
O 1.074 0.768 1.798
C -0.439 -3.297 -2.383
C -0.527 -4.319 -1.555
H 6.567 3.400 -2.080
H 2.149 -3.347 0.447
C -0.902 -2.054 0.634
H -6.467 1.594 -2.627
C -2.246 -2.360 0.369
O -5.435 0.269 1.625
H -4.271 -1.664 0.436
H -5.695 0.457 -0.604
H 2.892 0.656 1.958
C 3.264 -1.217 1.289
H -1.753 1.542 -0.775
H -0.693 -3.394 -3.424
H 7.214 -0.046 0.386
H -4.320 0.662 -1.715
H -6.543 2.718 -1.264
O -3.786 1.914 2.450
H 5.594 -0.579 2.035
C -5.874 2.156 -1.909
H 7.948 1.395 -1.511
H 5.112 0.904 2.905
H -0.106 -2.322 -2.066
C -5.039 1.192 -1.073
H -3.887 3.743 -0.685
C 5.505 1.178 0.815
H -5.242 2.853 -2.454
H -0.983 -4.742 0.494
C 6.652 0.836 0.111
C 5.009 0.343 1.970
H 3.911 2.632 0.907
C 6.295 2.744 -1.263
S -4.220 1.006 1.433
H -2.998 3.165 0.730
N -4.372 1.857 0.021

Its SMILES is C=CCn1cc(C(=O)NCc2cccnc2)c(=O)c2cc(S(=O)(=O)N(CC)CC)ccc21. Its orbital gap is 0.3187 Eh. The value obtained for the strongest force on any atom is 1.1 eV/A. The total energy comes out at -49258.80765 eV.

---

No. 3
Entry from OMol25: 3 unconnected molecules or ions with the total composition C3H12O2S at a distorted geometry (ωB97M-V/def2-TZVPD).

Atoms and positions in Å:
H 0.982 1.518 3.274
H 2.167 -2.257 -1.066
H 0.091 -2.455 -3.247
C -0.543 0.581 -1.882
O -2.715 4.190 4.485
O 0.296 0.854 3.280
H -1.365 0.773 -2.564
H 0.322 0.832 -2.493
H 1.924 -3.564 -2.368
H 0.928 -3.369 -0.935
H -2.007 4.685 4.070
S -0.664 -1.179 -1.418
H 1.262 -1.146 -2.976
C 0.614 -1.869 -2.490
H -2.263 3.422 4.861
H 0.079 0.586 4.174
C 1.486 -2.851 -1.676
H -0.593 1.249 -1.028

Its SMILES is CCSC.O.O. Its orbital gap is 0.3206 Eh. The value obtained for the strongest force on any atom is 1.6 eV/A. The total energy comes out at -18235.22657 eV.

---

The highest occupied orbital energy results, record by record, are as follows: -13.43 -8.89 -8.26 eV.